Entry 1:
DFT (ωB97M-V with the def2-TZVPD basis set) results for C2H3FS2 as an isolated structure.

CARTESIAN COORDINATES (ANGSTROEM)
C1 1.1620 0.2205 -0.4816
C2 -0.9543 0.0785 0.3839
F1 -1.7433 0.7148 1.2216
S1 -0.4759 0.9257 -1.1097
S2 0.6064 -0.3194 1.1631
H1 1.3637 -0.7127 -0.9252
H2 2.0322 0.7562 -0.5193
H3 -1.9907 -1.6635 0.2671

Atoms 1-2, force components in eV/Å:
-2.17 -1.26 0.03
-0.98 -2.68 0.77

Values from the calculation:
Kohn-Sham gap (alpha / beta) (eV): 8.489 / 7.977
Lowest unoccupied orbital energy (alpha / beta) (eV): -0.466 / -0.474
Total charge: 0
Relative energy (zero: lowest compared OMol25 entry of this formula, charge and spin) (kJ/mol): 384.8
DFT total energy (hartree): -974.07265

Entry 2:
DFT (ωB97M-V with the def2-TZVPD basis set) results for a 7-piece molecular cluster, H17O6P2S overall.

CARTESIAN COORDINATES (ANGSTROEM)
P1 2.7649 -1.4998 -0.9704
P2 0.5644 -1.5942 -1.0240
S1 -0.1879 0.2081 -1.1610
H1 3.2740 -0.2137 -0.6552
H2 3.2503 -2.4900 -0.0798
H3 3.2360 -1.8146 -2.2702
H4 0.2772 -2.3594 -2.1912
H5 0.0484 -2.3405 0.0799
O1 -2.2610 3.0750 -0.4473
H6 -1.5838 2.5126 -0.8271
H7 -1.7948 3.6087 0.2097
O2 4.9342 1.3423 -0.1217
H8 4.7088 2.2759 -0.1726
H9 5.8947 1.3331 -0.0796
O3 -1.5043 -2.8199 1.3628
H10 -2.2860 -2.8362 0.7973
H11 -1.8612 -2.8609 2.2568
O4 -1.0170 4.1157 2.0954
H12 -0.2464 4.0378 2.6621
H13 -1.7233 3.6924 2.5927
O5 -4.8219 3.5475 -2.2635
H14 -4.0514 3.4570 -1.6922
H15 -5.5275 3.1132 -1.7806
O6 -0.1687 -5.4590 0.9991
H16 -0.4953 -4.5516 0.9630
H17 0.4918 -5.4548 1.6963

Atoms 1-2, force components in eV/Å:
0.66 -0.52 -0.16
-2.51 1.63 -0.46

Values from the calculation:
Kohn-Sham gap (eV): 8.012
Lowest unoccupied orbital energy (eV): -4.380
Total charge: +1
DFT total energy (hartree): -1542.19381

Entry 3:
DFT (ωB97M-V with the def2-TZVPD basis set) results for C31H28As2AuINOS5 as an isolated structure.

CARTESIAN COORDINATES (ANGSTROEM)
Au1 -0.1493 -0.3935 0.7290
C1 1.4526 2.6563 0.3885
C2 2.2644 1.8359 -0.6256
As1 2.0557 -0.0850 -0.3654
C3 3.6544 -0.6756 0.5334
C4 4.5431 -1.5658 -0.0555
C5 5.7057 -1.9222 0.6163
C6 5.9844 -1.3831 1.8628
C7 5.1027 -0.4788 2.4437
C8 3.9350 -0.1255 1.7842
C9 2.0951 -0.9183 -2.0982
C10 1.9333 -2.3020 -2.1531
C11 1.9127 -2.9528 -3.3761
C12 2.0469 -2.2234 -4.5503
C13 2.2135 -0.8479 -4.4983
C14 2.2430 -0.1916 -3.2746
As2 -0.0237 3.8003 -0.3118
C15 0.6344 3.9657 -2.1447
C16 0.0011 3.4356 -3.2642
C17 0.5627 3.5916 -4.5276
C18 1.7592 4.2743 -4.6821
C19 2.3874 4.8231 -3.5711
C20 1.8232 4.6757 -2.3139
C21 -1.3409 2.3574 -0.4922
C22 -2.5897 2.5569 0.0886
C23 -3.5629 1.5640 0.0455
C24 -3.2978 0.3545 -0.5778
C25 -2.0552 0.1374 -1.1605
C26 -1.0891 1.1327 -1.1180
H1 2.1124 3.2763 0.9944
H2 0.9188 2.0204 1.1037
H3 3.3261 2.0760 -0.5836
H4 1.9466 2.0301 -1.6478
H5 4.3415 -1.9796 -1.0353
H6 6.3969 -2.6167 0.1578
H7 6.8944 -1.6585 2.3790
H8 5.3303 -0.0424 3.4079
H9 3.2402 0.5677 2.2423
H10 1.8326 -2.8778 -1.2392
H11 1.7906 -4.0271 -3.4124
H12 2.0275 -2.7297 -5.5061
H13 2.3270 -0.2789 -5.4115
H14 2.3895 0.8809 -3.2627
H15 -0.9416 2.9132 -3.1662
H16 0.0549 3.1839 -5.3925
H17 2.1939 4.3940 -5.6656
H18 3.3113 5.3746 -3.6867
H19 2.3156 5.1209 -1.4550
H20 -2.8058 3.4964 0.5839
H21 -4.5304 1.7415 0.4975
H22 -4.0607 -0.4129 -0.6219
H23 -1.8360 -0.8009 -1.6565
H24 -0.1454 0.9542 -1.6161
S1 -6.5567 -3.6652 -0.0561
C27 -5.1252 -2.9419 0.1182
S2 -3.6521 -3.5445 -0.5999
C28 -2.5840 -2.3347 0.0166
C29 -3.1722 -1.3510 0.8279
S3 -2.3520 -0.0766 1.5728
S4 -4.8783 -1.4997 1.0680
S5 -0.9429 -2.4127 -0.3900
N1 1.8578 -2.0869 3.9637
C30 0.8599 -1.2183 3.7729
O1 0.9880 -0.2152 3.0678
C31 -0.4498 -1.4493 4.4889
I1 -1.0786 -3.4762 4.6551
H25 2.7354 -1.9309 3.4917
H26 1.7273 -2.9282 4.5003
H27 -1.2295 -0.9203 3.9528
H28 -0.3789 -1.0474 5.4979

Atoms 1-2, force components in eV/Å:
0.59 -0.33 0.47
0.04 -0.08 0.08

Values from the calculation:
Kohn-Sham gap (alpha / beta) (eV): 7.678 / 5.238
Lowest unoccupied orbital energy (alpha / beta) (eV): -2.770 / -5.353
Multiplicity: 3
<S²>: 2.0302
Total charge: +1
Relative energy (zero: lowest compared OMol25 entry of this formula, charge and spin) (kJ/mol): 432.4
DFT total energy (hartree): -8223.62917

Entry 4:
DFT (ωB97M-V with the def2-TZVPD basis set) results for C6H15N as an isolated structure.

CARTESIAN COORDINATES (ANGSTROEM)
C1 -4.2701 0.7125 0.2205
N1 -0.8742 0.5491 0.7041
C2 0.0523 -0.0740 0.0286
C3 1.5267 0.3430 0.1412
C4 2.3333 0.2520 -1.1648
C5 2.1301 -0.5497 1.2215
C6 -0.2486 -1.2257 -0.9043
H1 -4.3655 0.1716 -0.7205
H2 -5.0837 0.6069 0.9330
H3 -4.2266 1.7928 -0.0050
H4 -3.2992 0.4577 0.6160
H5 -0.4327 1.2487 -0.0222
H6 1.5703 1.3796 0.4814
H7 3.0084 -0.5930 -1.1326
H8 2.8771 1.1643 -1.3432
H9 1.6698 0.0998 -2.0048
H10 1.6119 -0.3898 2.1629
H11 2.0492 -1.5990 0.9426
H12 3.1946 -0.3630 1.3209
H13 0.6552 -1.8250 -1.1298
H14 -0.6405 -0.8281 -1.8427
H15 -0.9870 -1.8991 -0.4574

Atoms 1-2, force components in eV/Å:
0.29 1.13 -0.39
0.79 0.12 -2.21

Values from the calculation:
Kohn-Sham gap (eV): 9.193
Lowest unoccupied orbital energy (eV): 0.849
Total charge: 0
Relative energy (zero: lowest compared OMol25 entry of this formula, charge and spin) (kJ/mol): 312.7
DFT total energy (hartree): -292.24992

Entry 5:
DFT (ωB97M-V with the def2-TZVPD basis set) results for C3H2LiMgO2 as an isolated structure.

CARTESIAN COORDINATES (ANGSTROEM)
C1 -0.5730 -0.1088 -0.2615
Li1 0.3587 -0.5485 2.0260
O1 -0.2935 -1.4219 0.3261
C2 0.5738 -1.0085 -0.7192
H1 0.4522 -1.5397 -1.6667
H2 1.6197 -0.9373 -0.3940
Mg1 -2.2170 2.4617 0.3117
O2 -0.0635 2.1268 -0.0686
C3 0.1426 0.9762 0.4460

Atoms 1-2, force components in eV/Å:
1.45 -1.52 0.77
0.00 -0.23 -0.40

Values from the calculation:
Kohn-Sham gap (alpha / beta) (eV): 7.148 / 6.200
Lowest unoccupied orbital energy (alpha / beta) (eV): -5.425 / -5.552
Total charge: +1
Relative energy (zero: lowest compared OMol25 entry of this formula, charge and spin) (kJ/mol): 0.0
DFT total energy (hartree): -473.22477

Entry 6:
DFT (ωB97M-V with the def2-TZVPD basis set) results for a 2-piece molecular cluster, C4H10S overall.

CARTESIAN COORDINATES (ANGSTROEM)
C1 2.2484 -0.1423 0.5751
C2 2.3028 0.9138 1.4301
H1 1.6167 -1.0710 0.7638
H2 2.9000 -0.0269 -0.3896
H3 1.4895 1.0048 2.2689
H4 2.7006 1.8726 1.0434
C3 -1.6768 -0.8181 -1.5315
C4 -1.6435 -0.3591 -0.1198
S1 -1.3293 1.5312 0.2406
H5 -1.1165 -0.1927 -2.2213
H6 -2.7038 -0.8336 -1.8944
H7 -1.4051 -1.8479 -1.6245
H8 -2.5847 -0.6201 0.4629
H9 -0.8253 -0.8324 0.4419
H10 0.0269 1.4217 0.5544

Atoms 1-2, force components in eV/Å:
0.74 -0.88 -1.57
-2.20 0.87 0.97

Values from the calculation:
Kohn-Sham gap (alpha / beta) (eV): 2.561 / 8.846
Lowest unoccupied orbital energy (alpha / beta) (eV): 3.658 / 3.679
Multiplicity: 2
<S²>: 0.7524
Total charge: -1
Relative energy (zero: lowest compared OMol25 entry of this formula, charge and spin) (kJ/mol): 250.8
DFT total energy (hartree): -556.46874

Entry 7:
DFT (ωB97M-V with the def2-TZVPD basis set) results for C4H5ClIN2P as an isolated structure.

CARTESIAN COORDINATES (ANGSTROEM)
C1 1.1135 -0.4564 0.3039
C2 1.6703 -0.3045 -0.9604
C3 0.0710 0.4951 0.3721
C4 -0.9497 0.6749 1.5278
N1 1.0024 0.7067 -1.5615
N2 0.1223 1.2299 -0.7096
P1 -1.0033 3.4760 -2.4860
Cl1 -2.6290 0.1380 1.1038
I1 0.5913 2.2227 -3.7158
H1 1.4657 -1.2022 0.9114
H2 2.4295 -0.9766 -1.4205
H3 -1.0138 1.7126 1.8595
H4 -0.7844 0.1672 2.4892
H5 -2.3279 2.6591 -2.5619

Atoms 1-2, force components in eV/Å:
-0.54 0.95 -1.76
-0.06 -0.26 -0.16

Values from the calculation:
Kohn-Sham gap (alpha / beta) (eV): 6.762 / 6.203
Lowest unoccupied orbital energy (alpha / beta) (eV): -2.106 / -2.532
Total charge: 0
Relative energy (zero: lowest compared OMol25 entry of this formula, charge and spin) (kJ/mol): 312.9
DFT total energy (hartree): -1364.02875

Entry 8:
DFT (ωB97M-V with the def2-TZVPD basis set) results for an isolated ion of composition C3H5N2O and charge +1.

CARTESIAN COORDINATES (ANGSTROEM)
N1 0.3752 1.5013 0.2421
N2 0.4549 0.2172 -0.1629
C1 -0.5489 -0.3261 -1.0532
C2 -0.5038 -0.9287 0.3242
C3 0.8426 -1.2223 0.5960
O1 1.9037 -1.5428 0.8900
H1 0.8643 1.6275 1.1085
H2 -0.5001 1.9402 0.1785
H3 -0.3522 -0.7903 -2.0703
H4 -1.2450 0.4154 -1.2097
H5 -1.2906 -0.8915 1.1568

Atoms 1-2, force components in eV/Å:
1.85 0.00 0.20
-0.23 0.81 -1.34

Values from the calculation:
Kohn-Sham gap (eV): 10.308
Lowest unoccupied orbital energy (eV): -4.832
Total charge: +1
Relative energy (zero: lowest compared OMol25 entry of this formula, charge and spin) (kJ/mol): 497.6
DFT total energy (hartree): -301.63974

Entry 9:
DFT (ωB97M-V with the def2-TZVPD basis set) results for C17H14ClN3O3 in the gas phase.

CARTESIAN COORDINATES (ANGSTROEM)
C1 -5.4935 -2.3159 -1.8837
C2 -4.9969 -1.5301 -0.7109
C3 -5.8145 -1.2626 0.3839
C4 -5.2978 -0.5263 1.4366
C5 -3.9900 -0.0752 1.3810
C6 -3.2547 -0.3940 0.2438
N1 -1.9305 -0.0071 0.0413
C7 -1.1265 0.7345 0.8497
O1 -1.4254 1.1696 1.9361
C8 0.2314 0.9603 0.2323
C9 1.2326 0.0147 0.3846
C10 2.4922 0.2448 -0.1547
N2 3.5029 -0.7375 -0.0123
C11 3.2634 -2.0947 -0.1816
O2 2.2049 -2.5743 -0.4821
C12 4.5652 -2.8273 0.0589
C13 5.5835 -1.7446 0.3843
C14 4.8225 -0.4385 0.3034
O3 5.2559 0.6653 0.4828
C15 2.7575 1.4277 -0.8349
C16 1.7640 2.3778 -0.9776
C17 0.5040 2.1415 -0.4501
Cl1 -0.7510 3.3089 -0.6480
N3 -3.7457 -1.0995 -0.7687
H1 -5.8779 -3.2807 -1.5582
H2 -6.3019 -1.7800 -2.3787
H3 -4.6835 -2.4693 -2.5901
H4 -6.8305 -1.6254 0.4036
H5 -5.9083 -0.3028 2.2992
H6 -3.5500 0.4999 2.1766
H7 -1.5609 -0.3304 -0.8444
H8 1.0253 -0.8986 0.9193
H9 4.4229 -3.5404 0.8715
H10 4.8175 -3.4002 -0.8339
H11 6.4159 -1.7127 -0.3192
H12 6.0080 -1.8413 1.3840
H13 3.7389 1.6096 -1.2412
H14 1.9615 3.2990 -1.5015

Atoms 1-2, force components in eV/Å:
-0.03 0.00 0.01
-0.15 0.01 0.15

Values from the calculation:
Kohn-Sham gap (eV): 9.328
Lowest unoccupied orbital energy (eV): 0.585
Total charge: 0
Relative energy (zero: lowest compared OMol25 entry of this formula, charge and spin) (kJ/mol): 0.0
DFT total energy (hartree): -1506.48714